DFT (ωB97M-V/def2-TZVPD) results for a single C4H9OPS molecule at a distorted geometry.

Positions of all 16 atoms, in Å:
C  0.02539  -0.76097  2.31900
C  -0.01280  -0.93244  0.88649
S  -0.93168  -2.41960  0.06544
P  0.33446  0.48254  -0.22169
C  -1.32128  0.99927  -0.65624
C  1.11896  -0.00492  -1.87854
O  1.09186  1.47850  0.54548
H  1.13308  -0.96102  2.42964
H  -0.56348  -1.40880  2.94204
H  -0.13287  0.31875  2.59914
H  -0.88371  1.65019  -1.39351
H  -1.99038  0.23565  -0.95207
H  -1.66471  1.66370  0.04609
H  1.31597  0.88662  -2.45193
H  2.02381  -0.53659  -1.84606
H  0.45738  -0.69087  -2.43327

Forces on atoms 1 to 2 (eV/Å):
C 1.6 1.4 0.3
C -4.1 -4.8 -3.4

Values from the calculation:
LUMO (Eh): -0.0490
Largest force on an atom (Eh/bohr): 0.139
Highest occupied orbital energy (eV): -8.836
Structure (SMILES): CC(=S)P(C)(C)=O
2S+1: 1
Relative energy (zero: lowest compared OMol25 entry of this formula, charge and spin) (eV): 2.515
Orbital gap (eV): 7.50

Atom charges from the Mulliken analysis, given in e for atoms 1 to 6: -0.84 0.07 -0.20 0.83 -1.03 -1.10